DFT (the ωB97M-V functional and the def2-TZVPD basis) results for a 3-piece molecular cluster, C15H26F6NO6S overall in a non-equilibrium geometry.

The calculation puts the HOMO energy at -13.176 eV. Its net charge is +1. As for the LUMO energy: -3.723 eV. As for the multiplicity: 1. The gap between HOMO and LUMO comes out at 9.45 eV.

Each atom is followed by the atoms it is bonded to, with distances in Å.
CARTESIAN COORDINATES (ANGSTROEM)
1 C 3.070 -1.234 2.038  C2 1.670, H12 1.186, H13 1.170, H14 1.188
2 C 2.921 0.384 1.654  C1 1.670, N3 1.521, H15 1.194, H16 1.173
3 N 1.578 0.722 1.026  C2 1.521, S4 1.750, H17 1.060
4 S 0.450 1.393 2.184  N3 1.750, C5 1.910, H18 1.418
5 C -1.255 0.654 1.743  S4 1.910, C6 1.648, H19 1.170, H20 1.191
6 C -2.369 1.730 2.306  C5 1.648, C7 1.639, H21 1.194, H22 1.194
7 C -3.926 1.344 1.967  C6 1.639, O8 1.471, H23 1.170, H24 1.172
8 O -4.157 -0.062 1.604  C7 1.471, C9 1.498
9 C -5.617 -0.291 1.355  O8 1.498, C10 1.654, O11 1.338
10 C -6.294 -1.642 2.026  C9 1.654, H25 1.176, H26 1.184, H27 1.189
11 O -6.392 0.544 0.652  C9 1.338
12 H 3.949 -1.295 2.832  C1 1.186
13 H 2.077 -1.679 2.470  C1 1.170
14 H 3.472 -1.817 1.084  C1 1.188
15 H 3.736 0.573 0.802  C2 1.194
16 H 3.213 1.063 2.565  C2 1.173
17 H 1.783 1.467 0.300  N3 1.060
18 H 0.722 0.957 3.506  S4 1.418
19 H -1.373 -0.407 2.224  C5 1.170
20 H -1.323 0.567 0.557  C5 1.191
21 H -2.216 1.958 3.468  C6 1.194
22 H -2.149 2.753 1.732  C6 1.194
23 H -4.260 2.009 1.063  C7 1.170
24 H -4.569 1.615 2.908  C7 1.172
25 H -7.435 -1.397 2.172  C10 1.176
26 H -5.767 -1.930 3.046  C10 1.184
27 H -6.102 -2.560 1.295  C10 1.189
28 C -5.582 3.045 -2.608  C29 1.517, H37 1.095, H38 1.094, H39 1.094
29 C -4.291 3.421 -1.905  C28 1.517, O30 1.436, H40 1.095, H41 1.096
30 O -3.207 3.477 -2.845  C29 1.436, C31 1.371
31 C -3.074 4.647 -3.546  O30 1.371, O32 1.228, C33 1.528
32 O -3.819 5.614 -3.411  C31 1.228
33 C -1.856 4.587 -4.468  C31 1.528, F34 1.364, F35 1.364, F36 1.363
34 F -1.757 3.401 -5.135  C33 1.364
35 F -0.686 4.735 -3.782  C33 1.364
36 F -1.862 5.559 -5.424  C33 1.363
37 H -5.460 2.110 -3.164  C28 1.095
38 H -6.395 2.925 -1.886  C28 1.094
39 H -5.873 3.812 -3.333  C28 1.094
40 H -4.035 2.650 -1.171  C29 1.095
41 H -4.388 4.366 -1.359  C29 1.096
42 C 6.470 -5.027 -2.424  C43 1.517, H51 1.095, H52 1.094, H53 1.094
43 C 6.155 -5.550 -1.035  C42 1.517, O44 1.436, H54 1.095, H55 1.096
44 O 6.808 -4.750 -0.038  C43 1.436, C45 1.371
45 C 6.161 -3.600 0.334  O44 1.371, O46 1.228, C47 1.528
46 O 5.085 -3.238 -0.136  C45 1.228
47 C 6.938 -2.876 1.433  C45 1.528, F48 1.364, F49 1.364, F50 1.363
48 F 8.279 -2.830 1.188  C47 1.364
49 F 6.795 -3.482 2.647  C47 1.364
50 F 6.541 -1.584 1.604  C47 1.363
51 H 7.552 -4.966 -2.577  C42 1.095
52 H 6.040 -5.679 -3.190  C42 1.094
53 H 6.071 -4.017 -2.564  C42 1.094
54 H 6.544 -6.569 -0.930  C43 1.095
55 H 5.075 -5.599 -0.856  C43 1.096